[1]
Formula: C3H7N2O2S
Source: the Open Molecules 2025 dataset
Level of theory: ωB97M-V/def2-TZVPD

Values from the calculation:
Net charge   +1
Relative energy (zero: lowest compared OMol25 entry of this formula, charge and spin)   232.2 kJ/mol
Electronic energy   -776.318257 Eh
Lowest unoccupied orbital energy   -6.6 eV
Orbital gap   9.9051 eV

Geometry as XYZ:
```
15
C3H7N2O2S (ωB97M-V/def2-TZVPD)
C -0.7148 -0.1660 -0.9652
C -0.3182 0.0071 0.5321
C 1.0820 0.3316 0.7089
N 5.0268 -1.6320 0.9827
N 4.0667 -1.1022 0.8729
O 2.8493 -0.9313 -1.7125
O 2.0298 -2.7669 -0.2911
S 2.1998 -1.3626 -0.5278
H -1.5717 0.4797 -1.2149
H 0.0571 0.1823 -1.5301
H -1.1156 -1.1693 -1.3099
H -0.8269 -0.7962 1.1761
H -0.6604 1.0603 0.9299
H 1.3958 1.0283 0.0519
H 1.4722 0.2110 1.7376
```

[2]
Formula: C3H7N2O3
Source: the Open Molecules 2025 dataset
Level of theory: ωB97M-V/def2-TZVPD

Values from the calculation:
2S+1   3
Net charge   -1
Relative energy (zero: lowest compared OMol25 entry of this formula, charge and spin)   16.0 kJ/mol
Electronic energy   -453.511524 Eh
⟨S²⟩   2.032
Lowest unoccupied orbital energy (spin up / spin down)   4.3 / 3.0 eV
Orbital gap (spin up / spin down)   6.8435 / 6.2796 eV

Geometry as XYZ:
```
15
C3H7N2O3 (ωB97M-V/def2-TZVPD)
C 0.4106 -0.0290 1.8196
C -0.0861 1.4437 -1.7439
C -0.6469 0.7162 1.0918
N 0.8156 0.9878 -0.7350
N -1.7129 0.2321 0.5072
O 1.2589 -0.1511 -0.8432
O -2.4969 0.9435 -0.1881
O -1.9640 -1.0766 0.5831
H 0.6577 0.5109 2.7099
H -0.1007 -0.9114 1.9508
H 1.2042 -0.3205 1.1561
H 0.2587 0.9900 -2.7504
H -1.0781 1.2202 -1.7169
H 0.0910 2.4778 -1.6962
H -0.6266 1.7428 1.0894
```

[3]
Formula: C3H7N2O3P
Source: the Open Molecules 2025 dataset
Level of theory: ωB97M-V/def2-TZVPD

Values from the calculation:
SMILES string   COP(=O)(N=C=N)OC
Relative energy (zero: lowest compared OMol25 entry of this formula, charge and spin)   74.8 kJ/mol
Electronic energy   -795.088286 Eh
Lowest unoccupied orbital energy   0.6 eV
Orbital gap   10.1879 eV

Geometry as XYZ:
```
16
C3H7N2O3P (ωB97M-V/def2-TZVPD)
C 2.1159 1.7747 0.4132
O 1.2317 0.7047 0.6619
P 0.4956 0.0454 -0.5293
O 1.0329 -0.0691 -1.8648
N -1.3589 1.1581 -0.6001
C -2.1011 1.1835 0.3804
N -2.9827 1.1448 1.1575
O 0.0228 -1.2637 0.2444
C -1.1203 -2.0515 -0.1101
H 1.4442 2.6280 0.7286
H 2.1141 1.8318 -0.6475
H 3.1859 1.8009 0.8977
H -3.0954 1.6478 1.9906
H -1.3151 -2.8278 0.6712
H -0.8810 -2.7325 -0.8722
H -1.9118 -1.4243 -0.4278
```

[4]
Formula: C3H7N2OS
Source: the Open Molecules 2025 dataset
Level of theory: ωB97M-V/def2-TZVPD

Values from the calculation:
SMILES string   NC(=O)[C@@H](N)C[S-]
Net charge   -1
Relative energy (zero: lowest compared OMol25 entry of this formula, charge and spin)   32.0 kJ/mol
Electronic energy   -701.513998 Eh
Lowest unoccupied orbital energy   3.8 eV
Orbital gap   6.4636 eV

Geometry as XYZ:
```
14
C3H7N2OS (ωB97M-V/def2-TZVPD)
N 1.0866 2.2709 0.2569
C 1.0436 1.1419 -0.5192
O 1.4451 1.1282 -1.6690
C 0.4238 -0.1213 0.1187
N 0.3374 0.0206 1.5840
C -0.9211 -0.4196 -0.5201
S -1.6389 -1.9789 0.1978
H 0.9321 2.0346 1.2339
H 1.8193 2.9512 0.1248
H 1.1693 -0.8767 -0.1097
H 0.3611 -0.9377 1.9200
H -0.6322 0.2831 1.7870
H -1.6281 0.3883 -0.3118
H -0.7906 -0.5778 -1.5833
```

[5]
Formula: C3H7N2OS
Source: the Open Molecules 2025 dataset
Level of theory: ωB97M-V/def2-TZVPD

Values from the calculation:
Net charge   +1
Relative energy (zero: lowest compared OMol25 entry of this formula, charge and spin)   234.6 kJ/mol
Electronic energy   -701.135390 Eh
Lowest unoccupied orbital energy   -4.2 eV
Orbital gap   10.0462 eV

Geometry as XYZ:
```
14
C3H7N2OS (ωB97M-V/def2-TZVPD)
C -0.3127 0.8441 -0.1235
C 1.2190 -0.8993 -0.4523
C -0.1005 -1.5765 0.4515
N 0.9661 0.5164 -0.3055
N -0.7542 2.0767 0.1183
O -2.5989 -0.4259 0.5931
S -1.4650 -0.6630 -0.2442
H 2.2232 -1.1732 -0.2200
H 1.0913 -1.2008 -1.4555
H -0.2491 -2.7019 0.4191
H -0.0139 -1.3302 1.4570
H 1.7896 1.1296 -0.4391
H -0.1744 2.9186 0.1963
H -1.6205 2.4854 0.0050
```

[6]
Formula: C3H7N2OS
Source: the Open Molecules 2025 dataset
Level of theory: ωB97M-V/def2-TZVPD

Values from the calculation:
SMILES string   C/C=N/[C@]1([NH3+])OS1
Net charge   +1
Relative energy (zero: lowest compared OMol25 entry of this formula, charge and spin)   452.8 kJ/mol
Electronic energy   -701.052283 Eh
Lowest unoccupied orbital energy   -4.5 eV
Orbital gap   9.3896 eV

Geometry as XYZ:
```
14
C3H7N2OS (ωB97M-V/def2-TZVPD)
C -2.2699 1.1595 -0.0021
C -0.8634 0.8646 0.0492
N -0.3385 -0.2500 -0.2325
C 1.3975 -0.3030 -0.0240
N 1.4799 -1.7835 -0.1173
O 2.0287 0.3679 0.8961
S 2.4707 0.9549 -0.6430
H -2.7572 0.3047 -0.4916
H -2.7229 1.2326 1.0052
H -2.3046 2.2583 -0.3104
H -0.3551 1.7758 0.3921
H 0.5271 -2.1878 -0.2298
H 1.8283 -2.1330 0.7241
H 1.8793 -2.2609 -1.0159
```

[7]
Formula: C3H7N2P
Source: the Open Molecules 2025 dataset
Level of theory: ωB97M-V/def2-TZVPD

Values from the calculation:
Relative energy (zero: lowest compared OMol25 entry of this formula, charge and spin)   269.0 kJ/mol
Electronic energy   -569.189053 Eh
Lowest unoccupied orbital energy (spin up / spin down)   0.0 / -1.2 eV
Orbital gap (spin up / spin down)   8.4780 / 8.2373 eV

Geometry as XYZ:
```
13
C3H7N2P (ωB97M-V/def2-TZVPD)
C 0.9808 0.9208 -0.2299
C -0.3865 0.9423 -0.1501
C 1.6633 -0.3632 -0.1397
N 1.1055 -1.7061 -0.3680
N -1.0492 -0.1257 -0.4863
P -2.6951 -0.2760 -0.1117
H 1.7079 1.7013 0.1599
H -0.8717 1.8470 0.2791
H 2.4806 -0.3104 -0.9415
H 2.2303 -0.3832 0.8342
H 0.2030 -1.6592 -0.8484
H -3.0221 0.7140 1.0873
H -2.3469 -1.3016 0.9152
```

[8]
Formula: C3H7N2S
Source: the Open Molecules 2025 dataset
Level of theory: ωB97M-V/def2-TZVPD

Values from the calculation:
2S+1   3
Net charge   +1
Relative energy (zero: lowest compared OMol25 entry of this formula, charge and spin)   273.8 kJ/mol
Electronic energy   -625.749207 Eh
⟨S²⟩   2.007
Lowest unoccupied orbital energy (spin up / spin down)   -4.2 / -7.4 eV
Orbital gap (spin up / spin down)   6.8513 / 7.4911 eV

Geometry as XYZ:
```
13
C3H7N2S (ωB97M-V/def2-TZVPD)
C -0.7891 1.3836 0.3109
C -1.5809 1.8175 1.4696
C 1.4123 -1.8498 -1.1312
N 0.1130 0.6757 0.9164
N 1.5402 -0.6171 -0.9233
S -0.2539 1.0590 2.4561
H -0.7089 1.5958 -0.7495
H -2.7093 1.5252 1.4885
H 0.7208 -2.5031 -0.6084
H 2.0032 -2.3608 -1.9641
H 0.9281 0.2739 0.2759
H -1.6076 2.8842 1.7389
H 2.2482 -0.2093 -1.5553
```